Entry 1:
Formula: C46H39CaF5N6O8
Source: the OMol25 dataset
Level of theory: wB97M-V/def2-TZVPD

The geometry in XYZ format:
```
105
Properties=species:S:1:pos:R:3:forces:R:3:mulliken_charge:R:1
Ca 0.4917 -0.1381 0.2450 -0.5 0.7 0.4 1.91
O -2.5483 0.6362 3.3000 0.0 0.0 0.0 -0.50
C -1.9345 0.7567 2.1273 0.0 0.0 0.0 -0.10
O -0.8033 1.1499 1.9921 -0.1 -0.1 0.2 -0.53
C -2.7820 0.3806 0.9515 0.0 0.0 0.0 0.24
C -4.1018 -0.0248 1.0272 0.0 0.0 0.0 -0.27
C -4.7451 -0.3135 -0.1690 0.0 0.0 0.0 -0.95
C -4.0506 -0.2076 -1.3622 0.0 0.0 0.0 -0.30
C -2.7106 0.1716 -1.3259 0.0 0.0 0.0 0.38
N -2.1093 0.4731 -0.1875 0.0 -0.1 0.0 0.00
C -1.8324 0.2108 -2.5404 0.1 0.0 0.0 -0.04
O -2.9152 -0.3593 -4.6414 -0.1 0.1 0.0 -0.59
O -0.4856 0.5476 -2.2242 0.0 0.1 -0.1 -0.83
H -1.8919 0.8319 3.9877 0.0 0.0 0.0 0.42
H -4.5978 -0.1113 1.9826 0.0 0.0 0.0 0.59
H -5.7809 -0.6273 -0.1711 0.0 0.0 0.0 0.45
H -4.5463 -0.4320 -2.2979 0.0 0.0 0.0 0.47
H -3.4570 -0.9373 -4.0926 0.1 -0.1 0.0 0.38
C -2.6211 -5.4867 -5.6147 0.0 0.0 0.0 -1.13
O -2.4992 -4.6873 -4.4535 0.0 0.0 0.0 -0.20
C -3.4873 -4.7850 -3.5142 0.0 0.0 0.0 0.26
C -4.5735 -5.6379 -3.6000 0.0 0.0 0.0 -0.59
C -5.5280 -5.6485 -2.5862 0.0 0.0 0.0 -0.86
C -5.4003 -4.7971 -1.5061 0.0 0.0 0.0 -1.33
C -4.3189 -3.9263 -1.4271 0.0 0.0 0.0 0.50
C -3.3428 -3.9217 -2.4138 0.0 0.0 0.0 -0.06
N -2.2484 -3.0456 -2.4280 0.0 0.0 0.0 0.87
C -1.4690 -2.6414 -1.3414 0.0 0.0 0.0 -1.45
N -1.6581 -3.3162 -0.1975 0.0 0.0 0.0 1.11
C -1.2729 -3.0209 1.1503 0.1 -0.1 0.0 -0.36
C -0.4284 -1.9793 1.5178 -0.4 -0.3 0.3 0.52
C -0.1462 -1.9285 2.8996 0.0 0.0 0.0 -1.16
C -0.6358 -2.8371 3.8236 0.0 0.0 0.0 -1.40
C -1.4859 -3.8604 3.4089 0.0 0.0 0.0 -0.36
C -1.8073 -3.9437 2.0673 0.0 0.0 0.0 1.29
O -2.6353 -4.9138 1.5347 0.0 0.0 0.0 -0.29
C -3.1005 -5.9235 2.4035 0.0 0.0 0.0 -1.15
N -0.6244 -1.6721 -1.4719 0.0 0.1 0.0 0.76
C -0.7274 -0.8087 -2.5815 -0.1 0.0 0.0 0.38
C -2.4385 0.7296 -3.8416 0.0 0.0 0.0 0.32
C -1.4411 1.5168 -4.6353 0.0 0.0 0.0 -1.37
C -0.3021 1.0001 -5.0909 0.0 0.0 0.0 -0.84
C 0.1493 -0.3768 -4.9254 0.0 0.0 0.0 -0.22
C -0.1054 -1.1924 -3.8953 0.0 0.0 0.0 -0.08
O 0.1965 -2.5204 -3.8970 0.0 0.0 0.0 0.86
C 0.5867 -3.0944 -5.1306 0.0 0.0 0.0 -1.50
H -1.7619 -5.2508 -6.2371 0.0 0.0 0.0 0.23
H -3.5376 -5.2520 -6.1611 0.0 0.0 0.0 0.41
H -2.6070 -6.5506 -5.3657 0.0 0.0 0.0 0.40
H -4.6848 -6.3018 -4.4448 0.0 0.0 0.0 0.48
H -6.3693 -6.3246 -2.6560 0.0 0.0 0.0 0.40
H -6.1421 -4.7963 -0.7187 0.0 0.0 0.0 0.46
H -4.2259 -3.2521 -0.5864 0.0 0.0 0.0 0.51
H -1.7235 -3.0592 -3.2919 0.0 0.0 0.0 0.17
H -2.1768 -4.1769 -0.2802 0.0 0.0 0.0 0.50
H 0.5199 -1.1481 3.2673 0.0 0.0 0.0 0.38
H -0.3641 -2.7656 4.8710 0.0 0.0 0.0 0.46
H -1.8799 -4.5678 4.1246 0.0 0.0 0.0 0.47
H -3.6814 -6.6101 1.7918 0.0 0.0 0.0 0.26
H -3.7398 -5.5106 3.1887 0.0 0.0 0.0 0.37
H -2.2694 -6.4617 2.8674 0.0 0.0 0.0 0.40
H -3.2836 1.3783 -3.5871 0.0 0.0 0.0 0.54
H -1.6693 2.5577 -4.8219 0.0 0.0 0.0 0.37
H 0.3354 1.6330 -5.6991 0.0 0.0 0.0 0.45
H 0.7196 -0.7759 -5.7543 0.0 0.0 0.0 0.54
H 0.5744 -4.1714 -4.9805 0.0 0.0 0.0 0.20
H 1.5944 -2.7742 -5.4080 0.0 0.0 0.0 0.22
H -0.1154 -2.8224 -5.9230 0.0 0.0 0.0 0.52
F 1.4760 2.3157 2.8488 0.0 0.0 0.0 -0.39
C 2.4835 1.3969 2.7914 0.0 0.0 0.0 -0.15
C 2.5589 0.5110 1.7353 0.1 0.1 0.2 -0.42
C 3.6848 -0.2787 1.8012 0.1 0.0 0.0 0.27
F 3.9686 -1.1743 0.7965 0.0 0.0 0.0 -0.39
C 4.6314 -0.2642 2.8132 0.0 0.0 0.0 -0.08
F 5.7040 -1.0778 2.7959 0.0 0.0 0.0 -0.34
C 4.4670 0.6197 3.8620 0.0 0.0 0.0 0.93
F 5.3583 0.6680 4.8627 0.0 0.0 0.0 -0.32
C 3.3781 1.4712 3.8470 0.0 0.0 0.0 -0.12
F 3.2228 2.3581 4.8470 0.0 0.0 0.0 -0.34
C 4.6198 -4.1904 -2.8441 0.1 0.0 0.1 -1.24
N 3.6524 -3.1172 -3.0298 -0.2 -0.1 -0.1 0.10
N 2.8962 -2.7328 -1.9248 0.1 0.1 0.1 0.97
C 2.6582 -1.3743 -1.9792 0.0 -0.1 0.2 0.20
O 1.9578 -0.7581 -1.1715 0.9 -0.4 -1.0 -0.71
C 3.3595 -0.9058 -3.1411 0.0 0.0 0.0 -1.51
C 3.9672 -1.9740 -3.7120 0.0 0.1 0.0 0.89
C 4.8931 -2.0304 -4.8761 0.0 0.0 0.0 -1.77
C 2.1925 -3.7244 -1.1830 0.0 0.0 -0.1 -0.65
C 2.1080 -3.6309 0.1952 0.0 0.0 0.0 -0.07
C 1.4378 -4.6219 0.9008 0.0 0.0 0.0 -0.75
C 0.8774 -5.7025 0.2405 0.0 0.0 0.0 -0.56
C 0.9710 -5.7904 -1.1437 0.0 0.0 0.0 -1.10
C 1.6195 -4.7985 -1.8588 0.0 0.0 0.0 0.71
H 4.2349 -4.8831 -2.1018 0.0 0.0 0.0 0.44
H 5.5837 -3.8068 -2.5008 0.0 0.0 0.0 0.34
H 4.7493 -4.7267 -3.7824 0.0 0.0 0.0 0.40
H 3.3716 0.1168 -3.4744 0.0 0.0 0.0 0.48
H 4.9804 -1.0432 -5.3230 0.0 0.0 0.0 0.41
H 4.5341 -2.7283 -5.6347 0.0 0.0 0.0 0.32
H 5.8892 -2.3551 -4.5699 0.0 0.0 0.0 0.39
H 2.5553 -2.7931 0.7068 0.0 0.0 0.0 0.30
H 1.3460 -4.5287 1.9754 0.0 0.0 0.0 0.42
H 0.3569 -6.4700 0.7992 0.0 0.0 0.0 0.42
H 0.5304 -6.6284 -1.6697 0.0 0.0 0.0 0.39
H 1.6945 -4.8540 -2.9357 0.0 0.0 -0.1 0.53
```
Positions in Å, forces in eV/Å.

For the max |F|, the calculation gives 0.0267 Eh/bohr. The value obtained for the LUMO energy is -0.201 eV. The HOMO-LUMO gap is 7.076 eV. Its net charge is 0.

Entry 2:
Formula: C40H35ClN4O6PZr
Source: the OMol25 dataset
Level of theory: wB97M-V/def2-TZVPD

The geometry in XYZ format:
```
88
Properties=species:S:1:pos:R:3:forces:R:3:mulliken_charge:R:1
Zr -0.3558 -1.9808 0.8180 -0.4 -3.0 0.3 0.25
O -1.9303 -1.6233 2.1043 0.5 -0.3 0.0 -0.74
C -1.7942 -1.8200 3.5030 -1.0 -0.5 -0.8 -0.85
C -0.4013 -1.4625 3.9145 1.8 0.3 1.1 -0.27
N 0.5722 -2.0939 2.9860 -0.6 -0.3 -1.2 -0.27
C 0.6994 -3.5653 3.2928 1.6 0.1 0.5 -0.56
C -0.3563 -4.4588 2.6555 -0.8 -0.3 -0.2 0.28
O -0.8169 -5.3863 3.3302 0.7 1.4 -1.7 -0.71
O -0.6257 -4.0873 1.4097 -0.7 0.0 1.5 -0.64
C 1.8810 -1.4257 2.6734 0.4 -0.6 0.1 0.50
C 2.1320 -0.8324 -0.1009 1.3 -1.0 0.1 0.16
O 3.0921 -0.4310 -0.7468 -0.6 0.2 0.8 -0.72
O 0.8968 -0.8257 -0.5242 0.3 0.0 0.5 -0.43
H -0.1132 1.6809 -0.1488 -0.5 0.5 -0.5 -0.90
H -2.0376 -2.8485 3.7966 0.1 0.0 -0.2 0.32
H -2.5410 -1.1892 3.9753 0.1 0.2 0.5 0.59
H -0.1143 -1.7964 4.9554 -0.6 0.6 -0.8 0.48
H -0.2740 -0.3791 3.8186 -0.1 -0.2 0.5 0.24
H 0.6831 -3.7435 4.3710 -0.1 0.3 0.1 0.50
H 1.7055 -3.8956 2.9241 -1.1 0.2 0.3 0.41
H 2.6147 -1.8561 3.3774 -0.1 0.4 -0.2 0.95
H 2.7186 0.2532 1.9500 -0.4 0.7 0.4 0.56
Cl 2.6535 2.2238 6.1435 -0.4 0.6 -0.2 -0.18
C 2.0375 1.7981 4.5814 0.6 -0.9 -0.2 -0.22
C 1.0943 2.6008 3.8279 -0.2 -0.5 -0.7 -0.53
C 0.5301 2.0952 2.6569 -1.4 3.6 1.1 -0.80
C 0.6759 0.7850 2.2480 -0.7 -2.8 -1.8 -0.19
O -0.2016 0.1839 1.4831 3.3 2.5 2.6 1.13
C 1.9352 0.1152 2.7397 0.5 -0.8 0.9 0.41
C 2.3884 -1.8269 1.2197 0.8 -1.0 -0.8 -0.53
N 1.6557 -2.9882 0.8769 -2.1 0.5 -0.5 0.86
C 1.9505 -3.7661 -0.2257 1.8 0.1 0.5 -1.23
C 3.2489 -4.3149 -0.3544 -2.1 0.5 -0.7 -0.50
C 3.6279 -4.9938 -1.5039 -2.8 0.5 -1.6 -0.95
C 2.6649 -5.2081 -2.5490 1.7 0.0 1.6 -0.96
C 1.3587 -4.6465 -2.4214 0.8 -0.8 -0.7 0.83
C 0.4090 -4.7582 -3.4712 -1.0 0.2 0.9 -0.49
C -0.8332 -4.1406 -3.3636 2.5 0.4 0.2 -1.00
C -1.0230 -3.3255 -2.2403 -0.5 -0.8 2.1 -0.10
N -0.2590 -3.3912 -1.1277 0.1 1.8 -1.9 0.21
C 1.0053 -3.9331 -1.2597 -0.6 -0.5 0.1 1.14
C 2.5198 0.6496 4.0592 -1.2 0.3 -1.0 -1.14
H 0.8406 3.6001 4.2339 0.1 -0.7 -0.5 0.46
H -0.2315 2.7217 2.1151 0.8 -0.6 0.7 0.29
H 3.4729 -2.1479 1.2908 -0.7 1.4 -0.1 0.63
H 3.8884 -4.1574 0.4739 0.8 0.1 0.5 0.53
H 4.6454 -5.1986 -1.6605 1.1 -0.9 -0.1 0.44
H 3.0051 -5.8746 -3.3631 -0.7 0.8 0.2 0.34
H 0.6747 -5.3730 -4.3044 0.0 -0.2 -0.5 0.47
H -1.5086 -4.0982 -4.1747 -0.7 -0.1 -0.6 0.45
H -1.9429 -2.7291 -2.1615 0.4 -0.3 0.1 0.23
H 3.3172 0.1168 4.5802 -0.3 -0.1 -0.4 0.49
N -2.3472 -0.2114 -0.0388 1.0 0.0 0.1 -0.06
C -2.8127 0.4511 -1.1724 -0.7 0.1 -0.7 0.58
C -3.8798 -0.1768 -1.9048 0.8 0.4 0.2 -0.53
C -4.6145 0.5460 -2.8478 1.1 0.9 1.0 -0.70
C -4.3403 1.9409 -3.0086 0.7 -1.2 1.2 -0.90
C -3.2057 2.5017 -2.3847 -1.5 -0.7 -1.1 -0.64
C -2.3631 1.7478 -1.5593 -0.2 -1.0 0.1 0.10
P -0.7879 2.4936 -1.1201 0.4 0.7 -0.2 2.80
C -1.2637 4.1373 -0.4771 0.4 0.7 -0.5 0.21
C -2.3518 4.2225 0.3615 -0.1 1.3 1.8 -0.46
C -2.6295 5.4223 1.0920 -0.2 -0.9 -0.4 -0.64
C -1.8884 6.5864 0.8876 -0.1 -0.5 -0.2 -0.56
C -0.8907 6.5404 -0.0857 0.7 0.2 -1.5 -0.50
C -0.6147 5.3505 -0.7950 0.0 0.1 0.8 -0.54
C 0.4486 2.6688 -2.4565 -1.1 -0.5 -0.3 0.18
C 1.4944 1.7380 -2.5092 0.8 0.3 1.4 -0.12
C 2.3318 1.6966 -3.5968 2.1 -0.6 -1.1 -0.61
C 2.1258 2.4850 -4.7350 -0.9 0.3 1.1 -0.58
C 1.1121 3.4337 -4.6505 -1.0 0.3 -0.6 -0.71
C 0.2286 3.5103 -3.5579 1.5 -0.6 -0.3 -0.51
H -3.0840 -0.7167 0.4349 0.1 -0.1 0.2 0.35
H -1.8084 0.3390 0.6576 -0.8 -0.4 -0.7 0.24
H -4.0708 -1.2476 -1.6761 -0.1 0.9 -0.2 0.39
H -5.4270 0.0641 -3.3659 -0.1 0.1 -0.1 0.42
H -5.0796 2.5559 -3.4816 0.1 0.3 -0.5 0.44
H -3.0571 3.5568 -2.5455 0.4 0.2 0.0 0.38
H -2.9319 3.3463 0.5522 -0.5 -0.4 0.2 0.49
H -3.4413 5.4023 1.8322 0.3 0.1 -0.5 0.40
H -2.1336 7.5047 1.4308 0.2 -0.4 -0.2 0.42
H -0.3113 7.4397 -0.4382 -0.8 -0.9 0.8 0.35
H 0.1042 5.3675 -1.5961 0.4 0.0 0.1 0.43
H 1.8553 1.1759 -1.6256 -0.8 0.1 -0.7 -0.05
H 3.2893 1.0962 -3.5676 -1.5 0.4 0.1 0.39
H 2.7185 2.4087 -5.6324 0.2 0.0 0.1 0.43
H 0.9156 4.1115 -5.4970 0.2 -0.4 0.5 0.35
H -0.5244 4.2599 -3.6062 -0.7 0.3 0.2 0.49
```
Positions in Å, forces in eV/Å.

For the max |F|, the calculation gives 0.0946 Eh/bohr. The value obtained for the LUMO energy is -4.456 eV. The HOMO-LUMO gap is 4.744 eV. Its net charge is +1.

Entry 3:
Formula: C5H13NO
Source: the OMol25 dataset
Level of theory: wB97M-V/def2-TZVPD

The geometry in XYZ format:
```
20
Properties=species:S:1:pos:R:3:forces:R:3:nbo_charge:R:1
C 1.4329 -2.1515 -0.9388 1.5 -0.4 2.0 -0.47
C 0.6518 -1.3318 -0.1672 -0.4 -0.8 -0.6 0.04
C -0.0202 -2.0597 1.0599 1.0 -0.2 0.9 -0.67
C 0.2617 0.1218 -0.4548 0.2 -0.3 -1.0 -0.46
C -1.2975 0.1380 -0.8516 2.6 -0.5 0.7 -0.20
N -1.5293 -0.4183 -2.1816 -3.2 2.7 0.4 -0.85
H 2.1949 -2.6776 -0.2575 -1.9 -0.7 -1.1 0.19
H 1.6604 -2.3388 -1.9976 0.0 1.6 0.3 0.21
H 0.1890 -1.4611 2.0515 -0.9 -1.2 -1.7 0.21
H 0.4479 -3.1202 1.1295 -0.6 1.9 0.1 0.23
H -1.1612 -2.2961 0.8897 2.2 0.9 0.3 0.23
H 1.0813 0.6419 -1.1383 -2.2 -1.3 0.7 0.22
H 0.4247 0.6901 0.4843 -0.5 -0.4 -0.2 0.22
H -1.7554 -0.3689 0.0508 -0.1 0.5 -1.1 0.16
H -1.5601 1.1718 -0.8887 -0.7 0.7 0.1 0.19
H -1.2026 -1.3109 -2.4052 0.4 -1.6 0.1 0.37
H -2.5797 -0.2824 -2.3818 2.4 -0.8 0.1 0.36
O 0.9574 5.7631 3.0196 2.1 3.4 -0.5 -0.95
H 1.3100 6.2789 2.2202 -1.1 -1.6 1.7 0.48
H 0.4939 5.0117 2.7577 -1.1 -1.8 -1.2 0.47
```
Positions in Å, forces in eV/Å.

For the max |F|, the calculation gives 0.0815 Eh/bohr. The value obtained for the LUMO energy is 0.621 eV. The SMILES is C=C(C)CCN.O. The HOMO-LUMO gap is 8.893 eV. Its net charge is 0.

Entry 4:
Formula: C2H3N3O3S
Source: the OMol25 dataset
Level of theory: wB97M-V/def2-TZVPD

The geometry in XYZ format:
```
12
Properties=species:S:1:pos:R:3:forces:R:3:nbo_charge:R:1
N 2.9001 1.4959 0.3569 2.1 1.2 -0.6 -0.32
C 2.1072 0.7822 0.7438 -0.3 0.2 0.0 0.38
N 0.9969 0.1767 1.0539 -2.8 -3.1 -1.6 -0.67
C 0.2330 -0.5603 -0.1247 -0.7 2.3 2.0 0.38
O 0.5332 0.0072 -1.3275 -0.4 -0.9 0.6 -0.66
S -1.5607 -0.4586 0.3560 0.5 1.6 0.6 -0.04
N 0.4335 -2.0752 -0.0911 1.3 -0.2 1.1 0.48
O 0.3270 -2.6011 0.9849 -0.2 0.1 1.1 -0.37
O 0.7284 -2.6467 -1.0863 0.1 -0.2 -2.0 -0.33
H 0.9075 -0.3246 1.9393 0.1 0.1 -0.5 0.44
H -0.1771 -0.2906 -1.9417 0.7 0.4 0.3 0.51
H -1.3681 0.7653 1.0359 -0.3 -1.4 -0.9 0.18
```
Positions in Å, forces in eV/Å.

For the max |F|, the calculation gives 0.0876 Eh/bohr. The value obtained for the LUMO energy is -0.611 eV. The SMILES is N#CN[C@](O)(S)[N+](=O)[O-]. The HOMO-LUMO gap is 9.944 eV. Its net charge is 0.

Which of these has the lowest LUMO? C40H35ClN4O6PZr